ORCA calculation (ωB97M-V/def2-TZVPD) on 15 unconnected molecules or ions with the total composition C60H145N15O10 at a distorted geometry.

Summary:
ΔE to the lowest compared entry with this formula, charge and spin	1250.6	kJ/mol
total energy	-3946.591847	a.u.
HOMO level	-7.69	eV
gap between HOMO and LUMO	8.0	eV

Last column: Löwdin charge in e.
CARTESIAN COORDINATES (ANGSTROEM)
C 1.644 1.985 3.381  -0.0592
C 2.554 0.736 3.795  -0.2158
N 3.126 0.854 5.100  -0.2000
C 4.030 1.945 5.292  -0.2447
C 5.480 1.579 4.826  -0.0595
C 2.360 0.349 6.225  -0.2868
C 3.137 0.052 7.453  -0.1217
H 0.699 1.909 3.875  0.0448
H 1.410 1.949 2.266  0.0842
H 2.130 2.903 3.681  0.0310
H 1.896 -0.133 3.840  0.0853
H 3.312 0.543 3.029  0.0953
H 3.715 2.859 4.772  0.0974
H 4.049 2.313 6.286  0.0906
H 5.447 1.358 3.745  0.0465
H 6.213 2.362 4.964  0.0614
H 5.890 0.711 5.342  0.0684
H 1.832 -0.580 5.911  0.1094
H 1.480 0.985 6.597  0.1255
H 2.409 -0.056 8.309  0.0884
H 3.843 0.842 7.793  0.0702
H 3.784 -0.865 7.353  0.0898
C -3.317 -0.045 -3.347  -0.0681
C -4.405 0.899 -2.810  -0.2183
N -4.995 1.774 -3.864  -0.1967
C -6.453 1.597 -4.007  -0.2431
C -7.325 2.287 -2.885  -0.0930
C -4.595 3.124 -3.781  -0.3241
C -4.918 3.965 -4.967  -0.1110
H -3.672 -0.638 -4.143  0.0514
H -2.718 -0.646 -2.634  0.0500
H -2.551 0.525 -3.914  0.0723
H -5.249 0.329 -2.413  0.0909
H -4.078 1.617 -2.034  0.1108
H -6.924 1.929 -5.000  0.1180
H -6.713 0.513 -3.885  0.1081
H -6.809 2.100 -1.945  0.0438
H -7.166 3.360 -3.032  0.0505
H -8.426 2.037 -2.827  0.0882
H -3.462 3.132 -3.669  0.1408
H -4.992 3.618 -2.861  0.1161
H -4.549 4.960 -4.914  0.0513
H -5.994 4.013 -5.292  0.0731
H -4.502 3.586 -5.984  0.1061
C -2.041 -6.488 4.379  -0.0695
C -2.193 -5.021 4.892  -0.2785
N -1.673 -4.044 4.013  -0.1950
C -2.406 -4.001 2.735  -0.2223
C -1.937 -4.934 1.556  -0.0559
C -1.640 -2.694 4.591  -0.2695
C -0.505 -1.877 4.018  -0.0977
H -1.698 -7.239 5.071  0.0517
H -1.230 -6.453 3.563  0.0721
H -2.913 -6.845 3.746  0.0826
H -3.271 -4.838 5.060  0.1161
H -1.693 -4.915 5.807  0.0918
H -3.447 -4.190 2.924  0.0971
H -2.388 -2.954 2.425  0.0787
H -2.433 -5.907 1.521  0.0615
H -2.079 -4.427 0.599  0.0494
H -0.840 -5.086 1.702  0.0536
H -1.665 -2.555 5.687  0.1163
H -2.637 -2.190 4.356  0.1110
H 0.412 -2.481 3.813  0.0838
H -0.352 -0.928 4.566  0.0651
H -0.748 -1.580 2.952  0.0703
C -6.066 -2.445 2.847  -0.0663
C -5.272 -1.131 3.065  -0.2655
N -5.566 -0.153 2.075  -0.1975
C -6.865 0.475 2.207  -0.2624
C -6.664 1.959 1.791  -0.0819
C -5.452 -0.736 0.697  -0.2068
C -4.090 -1.463 0.467  -0.0543
H -5.618 -3.112 2.110  0.0537
H -7.058 -2.087 2.452  0.0859
H -6.246 -3.071 3.688  0.0517
H -5.453 -0.682 4.024  0.0769
H -4.183 -1.373 3.011  0.0919
H -7.671 0.035 1.609  0.1075
H -7.190 0.475 3.310  0.1371
H -7.721 2.341 1.941  0.0885
H -5.977 2.556 2.429  0.0530
H -6.381 2.054 0.769  0.0393
H -5.550 0.094 0.000  0.0906
H -6.242 -1.355 0.447  0.0789
H -3.206 -0.905 0.806  0.0676
H -3.902 -1.484 -0.631  0.0680
H -4.107 -2.504 0.842  0.0549
C 7.035 -2.220 -2.238  -0.0833
C 7.234 -1.941 -0.736  -0.2805
N 6.088 -1.592 0.053  -0.1919
C 5.150 -2.723 0.083  -0.2351
C 3.815 -2.428 0.809  -0.0834
C 6.455 -1.154 1.425  -0.2277
C 7.156 0.236 1.466  -0.0775
H 6.528 -1.456 -2.740  0.0440
H 6.517 -3.145 -2.474  0.0413
H 8.047 -2.194 -2.724  0.0948
H 7.859 -2.779 -0.329  0.1247
H 7.925 -1.067 -0.627  0.1066
H 4.955 -2.950 -0.996  0.1072
H 5.685 -3.620 0.470  0.1144
H 3.004 -3.188 0.676  0.0507
H 3.873 -2.399 1.885  0.0532
H 3.511 -1.425 0.517  0.0689
H 7.123 -1.840 1.955  0.1077
H 5.527 -1.056 2.108  0.1202
H 6.415 1.019 1.439  0.0370
H 7.857 0.340 0.677  0.0442
H 7.575 0.258 2.487  0.0796
C 1.026 -0.252 -6.170  -0.3258
O 1.155 -0.862 -5.135  -0.0252
N 0.854 1.079 -6.206  -0.1823
C 1.010 1.790 -7.394  -0.0794
C 0.782 1.897 -4.939  0.0231
H 1.119 -0.653 -7.173  0.1346
H 1.866 2.493 -7.388  0.1071
H 0.126 2.444 -7.464  0.1052
H 1.121 1.078 -8.156  0.0681
H 1.822 2.119 -4.615  0.0922
H 0.332 2.830 -5.163  0.0466
H 0.231 1.294 -4.195  0.0760
C -1.380 -3.276 -3.097  -0.3185
O -1.778 -3.385 -1.933  -0.0345
N -0.970 -4.298 -3.828  -0.2029
C -0.633 -4.161 -5.204  -0.0292
C -0.959 -5.551 -3.235  -0.0536
H -1.277 -2.318 -3.665  0.1380
H -1.342 -4.527 -5.898  0.0860
H 0.342 -4.598 -5.322  0.0845
H -0.271 -3.111 -5.327  0.0891
H -1.606 -6.205 -3.776  0.0929
H 0.045 -5.901 -3.195  0.0744
H -1.396 -5.473 -2.231  0.0937
C -3.936 3.191 6.067  -0.3372
O -4.461 3.429 4.988  -0.0069
N -3.955 2.007 6.719  -0.1927
C -3.514 1.708 8.063  -0.0632
C -4.826 0.996 6.107  -0.0461
H -3.317 3.945 6.560  0.1309
H -3.214 2.607 8.587  0.0783
H -2.592 1.029 8.057  0.1095
H -4.363 1.259 8.586  0.0882
H -5.023 1.231 5.039  0.0789
H -4.222 0.088 6.204  0.0896
H -5.771 0.871 6.571  0.0802
C -0.175 0.140 -1.238  -0.3015
O -1.007 0.505 -0.424  -0.0068
N 0.577 -0.975 -1.072  -0.1375
C 1.516 -1.330 -2.143  -0.0406
C 0.280 -1.915 -0.046  -0.0606
H 0.122 0.630 -2.159  0.1184
H 1.076 -1.289 -3.113  0.0251
H 1.957 -2.303 -1.983  0.0797
H 2.267 -0.524 -2.288  0.0951
H -0.113 -2.829 -0.417  0.0567
H 1.027 -2.121 0.760  0.0862
H -0.470 -1.443 0.476  0.0379
C 0.208 6.252 -5.152  -0.3444
O 0.352 5.163 -5.652  -0.0070
N 0.489 6.516 -3.852  -0.1803
C 0.476 7.845 -3.298  -0.0847
C 0.998 5.478 -2.924  -0.0155
H 0.009 7.116 -5.784  0.1266
H 0.028 8.559 -4.071  0.0991
H 1.508 8.252 -3.241  0.0926
H -0.039 7.999 -2.329  0.0894
H 1.415 4.617 -3.471  0.0658
H 1.719 6.016 -2.339  0.0746
H 0.167 5.209 -2.294  0.0827
C 0.735 7.284 0.907  -0.3539
O 1.491 7.792 0.155  0.0296
N 0.910 5.993 1.346  -0.1916
C -0.161 5.245 1.929  -0.0687
C 2.132 5.307 0.935  -0.0230
H -0.198 7.742 1.261  0.1346
H -0.431 4.453 1.173  0.0918
H -1.060 5.872 2.087  0.0891
H 0.041 4.673 2.837  0.0744
H 2.846 6.035 0.722  0.0592
H 2.436 4.584 1.811  0.1173
H 1.868 4.738 0.049  0.0602
C 2.787 2.590 -1.075  -0.3040
O 1.783 2.988 -1.650  -0.0174
N 4.022 2.474 -1.655  -0.1866
C 5.085 1.815 -1.030  -0.0853
C 4.208 3.058 -2.972  -0.0217
H 2.744 2.012 -0.124  0.1395
H 4.887 1.633 -0.019  0.0491
H 5.986 2.395 -1.017  0.0946
H 5.230 0.811 -1.447  0.0946
H 4.768 2.325 -3.565  0.0984
H 3.203 3.295 -3.287  0.0468
H 4.785 3.986 -2.977  0.0955
C 3.120 -3.287 -6.645  -0.3367
O 3.076 -3.316 -7.878  -0.0101
N 4.128 -3.790 -5.896  -0.1796
C 4.137 -3.797 -4.443  -0.0469
C 5.328 -4.190 -6.623  -0.0636
H 2.305 -2.886 -6.047  0.1010
H 3.408 -3.131 -3.965  0.0816
H 5.121 -3.641 -4.003  0.0528
H 3.898 -4.837 -4.070  0.0947
H 5.196 -4.961 -7.382  0.0805
H 5.848 -3.278 -7.097  0.1143
H 6.124 -4.605 -5.942  0.0911
C 2.004 -5.796 -0.984  -0.3610
O 2.425 -5.906 -2.097  0.0214
N 2.714 -5.979 0.155  -0.1832
C 4.055 -6.600 0.108  -0.0439
C 2.109 -5.758 1.466  -0.0607
H 1.009 -5.408 -0.735  0.1310
H 4.413 -6.381 -0.908  0.0787
H 4.146 -7.714 0.269  0.1053
H 4.788 -6.088 0.746  0.0750
H 2.962 -5.711 2.082  0.0641
H 1.500 -4.845 1.556  0.0657
H 1.378 -6.602 1.711  0.1109
C -2.351 3.435 -0.147  -0.3989
O -2.220 4.375 -0.916  -0.0197
N -3.140 3.436 0.909  -0.1668
C -2.824 2.399 1.919  -0.0117
C -3.992 4.580 1.135  -0.0208
H -1.689 2.570 -0.232  0.1072
H -3.731 2.111 2.423  0.0523
H -2.101 2.721 2.686  0.0827
H -2.414 1.626 1.279  0.0601
H -3.961 5.114 0.221  0.0673
H -4.936 4.250 1.599  0.0813
H -3.455 5.252 1.819  0.0848